(1)
{"formula": "C3H3NO", "method": "wB97M-V/def2-TZVPD", "symbols": ["N", "C", "C", "C", "O", "H", "H", "H"], "positions_angstrom": [[0.209, 2.216, -0.535], [0.110, 1.108, -0.296], [-0.456, -0.169, -0.035], [0.211, -1.127, 0.939], [-0.033, -1.481, -0.334], [-1.460, -0.217, -0.243], [-0.151, -1.836, 1.782], [1.223, -0.474, 1.230]], "lowdin_charge": [0.18, -0.17, -0.27, -0.15, -0.01, 0.12, 0.14, 0.16], "e_tot_ha": -245.99200, "de_lowest_kcal_mol": 62.5, "smiles": "N#C[C@@H]1CO1", "total_charge": 0, "lumo_energy_ev": 0.7610}



(2)
{"formula": "C3H3NO", "method": "wB97M-V/def2-TZVPD", "symbols": ["C", "C", "C", "N", "O", "H", "H", "H"], "positions_angstrom": [[0.669, 0.829, 1.996], [0.415, 0.243, 0.990], [0.167, -0.471, -0.090], [-0.302, 0.245, -1.095], [-0.918, -0.698, -1.948], [0.508, 1.397, 2.947], [0.335, -1.574, -0.164], [-0.875, 0.029, -2.636]], "lowdin_charge": [0.13, -0.19, -0.20, 0.02, -0.09, 0.07, 0.15, 0.11], "e_tot_ha": -245.93542, "de_lowest_kcal_mol": 98.0, "smiles": "C#C/C=N/O", "total_charge": 0, "lumo_energy_ev": 0.1079}



(3)
{"formula": "C3H3NO", "method": "wB97M-V/def2-TZVPD", "symbols": ["C", "C", "N", "O", "C", "H", "H", "H"], "positions_angstrom": [[-0.758, -0.116, 0.186], [0.430, -0.483, 0.846], [1.497, -0.134, 0.188], [1.029, 0.556, -0.906], [-0.310, 0.585, -0.889], [-1.630, -0.686, 0.410], [0.479, -0.938, 1.826], [-0.738, 1.214, -1.661]], "lowdin_charge": [-0.06, -0.17, 0.06, -0.05, -0.11, 0.10, 0.11, 0.13], "e_tot_ha": -246.04081, "de_lowest_kcal_mol": 31.8, "smiles": "c1cnoc1", "total_charge": 0, "lumo_energy_ev": 1.0554}



(4)
{"formula": "C3H3NO", "method": "wB97M-V/def2-TZVPD", "symbols": ["N", "C", "O", "H", "C", "C", "H", "H"], "positions_angstrom": [[1.057, -1.052, -0.649], [1.734, -0.282, -0.025], [2.530, 0.476, 0.244], [0.275, -1.582, -0.803], [-1.080, 0.997, 0.079], [-1.691, 0.071, 0.481], [-0.533, 1.706, -0.408], [-2.293, -0.334, 1.083]], "lowdin_charge": [0.22, -0.46, 0.17, 0.04, 0.04, 0.03, 0.01, -0.05], "e_tot_ha": -245.99439, "de_lowest_kcal_mol": 61.0, "smiles": "N=C=O.C#C", "total_charge": 0, "lumo_energy_ev": 0.8694}



(5)
{"formula": "C3H3NO", "method": "wB97M-V/def2-TZVPD", "symbols": ["N", "C", "C", "C", "O", "H", "H", "H"], "positions_angstrom": [[2.465, 0.465, 0.015], [1.416, -0.020, 0.003], [0.056, -0.557, -0.007], [-0.987, 0.563, 0.009], [-2.158, 0.338, 0.157], [-0.099, -1.168, -0.904], [-0.106, -1.208, 0.858], [-0.588, 1.587, -0.131]], "lowdin_charge": [0.15, -0.24, -0.13, -0.25, 0.07, 0.13, 0.13, 0.13], "e_tot_ha": -246.08230, "de_lowest_kcal_mol": 5.8, "smiles": "N#CCC=O", "total_charge": 0, "lumo_energy_ev": 0.4204}



(6)
{"formula": "C3H3NO", "method": "wB97M-V/def2-TZVPD", "symbols": ["C", "C", "C", "N", "O", "H", "H", "H"], "positions_angstrom": [[-0.248, 0.556, -0.349], [-1.194, -0.321, -0.453], [1.228, 0.920, -0.035], [-1.363, -1.972, 0.886], [0.180, 1.754, -0.672], [1.612, 1.116, 0.954], [1.763, 0.606, -0.899], [-1.978, -2.659, 0.568]], "lowdin_charge": [-0.45, 0.16, 0.05, 0.12, 0.01, 0.11, 0.10, -0.10], "e_tot_ha": -245.73765, "de_lowest_kcal_mol": 222.1, "total_charge": 0, "lumo_energy_ev": [-0.8473, -1.6268]}